A.
Formula: C45H31N8O3S3Ti
Source: the Open Molecules 2025 dataset
Level of theory: ωB97M-V/def2-TZVPD

## Properties
<S²>: 2.030
2S+1: 3
Kohn-Sham gap (alpha / beta): 0.1843 / 0.2670 Ha
charge: +1

CARTESIAN COORDINATES (ANGSTROEM)
Ti1 -0.2653 -0.4039 0.4298
C1 -1.9326 3.6070 0.8388
C2 -1.9565 2.2394 0.9746
N1 -0.8673 1.5370 1.3170
C3 0.2450 2.2443 1.5623
C4 0.2546 3.6321 1.4117
N2 -0.8126 4.3117 1.0398
C5 1.4300 1.4327 1.8730
C6 2.6895 1.9133 2.1166
C7 3.7574 1.0143 2.2901
C8 3.4916 -0.3501 2.2210
C9 2.2163 -0.7771 1.9222
N3 1.1910 0.0983 1.7455
C10 1.8197 -2.1365 1.5927
C11 2.5516 -3.2974 1.8556
N4 2.1165 -4.4983 1.5350
C12 0.9229 -4.5643 0.9170
C13 0.1909 -3.4437 0.6327
N5 0.6257 -2.2156 0.9736
C14 5.1434 1.5163 2.4542
C15 6.2207 0.8673 1.8605
C16 7.4943 1.3885 2.0259
N6 7.7568 2.4926 2.7276
C17 6.7179 3.1122 3.2873
C18 5.4094 2.6695 3.1798
H1 -2.8201 4.1528 0.5448
H2 -2.8701 1.6832 0.8070
H3 1.1613 4.1981 1.5875
H4 2.8753 2.9790 2.1397
H5 4.2896 -1.0674 2.3610
H6 3.5134 -3.2362 2.3533
H7 0.5575 -5.5474 0.6495
H8 -0.7593 -3.5024 0.1182
H9 6.0691 -0.0118 1.2445
H10 8.3467 0.8977 1.5690
H11 6.9431 4.0079 3.8552
H12 4.6159 3.2074 3.6851
S1 -0.7831 -2.8119 5.6394
C19 -1.3041 -3.5890 7.0617
C20 -2.6425 -3.8293 7.0414
C21 -3.2498 -3.3870 5.8348
C22 -2.3666 -2.8152 4.9675
C23 -2.6258 -2.2916 3.6142
C24 -1.6160 -1.6165 2.9103
N7 -1.7479 -1.1774 1.6759
C25 -2.9326 -1.3599 1.0552
C26 -4.0141 -1.9792 1.6714
C27 -5.2525 -2.0934 0.9379
C28 -5.3735 -1.5963 -0.3083
C29 -4.2646 -0.9444 -0.9650
C30 -4.3441 -0.3567 -2.2381
C31 -3.2423 0.2518 -2.7922
C32 -2.0566 0.2345 -2.0440
N8 -1.9492 -0.3097 -0.8467
C33 -3.0502 -0.8699 -0.2957
C34 -3.2652 0.9014 -4.1153
C35 -4.2414 0.8471 -5.0670
C36 -3.9312 1.6086 -6.2264
C37 -2.7224 2.2268 -6.1272
S2 -1.9533 1.8798 -4.6490
C38 -3.8311 -2.4570 2.9755
H13 -0.5929 -3.8234 7.8389
H14 -3.1776 -4.3053 7.8510
H15 -4.3085 -3.4916 5.6358
H16 -0.6562 -1.4202 3.3719
H17 -6.0928 -2.5814 1.4172
H18 -6.3124 -1.6808 -0.8427
H19 -5.2847 -0.3815 -2.7773
H20 -1.1502 0.6668 -2.4471
H21 -5.1547 0.2750 -4.9609
H22 -4.5767 1.6890 -7.0899
H23 -2.2404 2.8705 -6.8476
H24 -4.6489 -2.9636 3.4753
C39 1.6441 2.3393 -7.0456
C40 1.6679 1.7152 -5.6726
C41 1.4903 0.3469 -5.5094
C42 1.4696 -0.2262 -4.2472
C43 1.6409 0.5841 -3.1350
C44 1.8423 1.9574 -3.2673
C45 1.8592 2.5063 -4.5368
S3 1.4612 -0.1068 -1.5358
O1 2.7571 -0.3656 -0.9801
O2 0.5472 -1.2624 -1.5625
O3 0.6762 0.9452 -0.7894
H25 1.1472 1.6909 -7.7659
H26 2.6580 2.5238 -7.4081
H27 1.1278 3.2997 -7.0294
H28 1.3517 -0.2811 -6.3819
H29 1.3066 -1.2904 -4.1247
H30 1.9647 2.5811 -2.3900
H31 2.0111 3.5736 -4.6524

***

B.
Formula: C45H31N8O3S3Ti
Source: the Open Molecules 2025 dataset
Level of theory: ωB97M-V/def2-TZVPD

## Properties
<S²>: 2.042
2S+1: 3
Kohn-Sham gap (alpha / beta): 0.2092 / 0.2330 Ha
charge: +1

CARTESIAN COORDINATES (ANGSTROEM)
Ti1 0.7818 -0.7092 0.0076
C1 -2.0849 -3.8313 0.0492
C2 -1.0067 -3.0662 -0.3125
N1 -0.6043 -2.0121 0.4316
C3 -1.2996 -1.7790 1.5963
C4 -2.4152 -2.5600 1.8971
N2 -2.8187 -3.5608 1.1410
C5 -0.6088 -0.8566 2.4841
C6 -0.7654 -0.6470 3.8423
C7 0.3269 -0.1666 4.5828
C8 1.6012 -0.2335 3.9890
C9 1.6862 -0.4898 2.6353
N3 0.5447 -0.4467 1.8785
C10 2.7059 -1.2778 1.9593
C11 3.9923 -1.5857 2.4105
N4 4.6693 -2.6085 1.9341
C12 4.1254 -3.3143 0.9437
C13 2.9268 -2.9389 0.3680
N5 2.2012 -1.9483 0.8859
C14 0.2093 0.2176 6.0002
C15 0.9583 1.2863 6.4904
C16 0.8492 1.6202 7.8312
N6 0.0673 0.9669 8.6838
C17 -0.6482 -0.0491 8.2167
C18 -0.6157 -0.4606 6.8932
H1 -2.3971 -4.6855 -0.5369
H2 -0.4392 -3.2636 -1.2147
H3 -2.9982 -2.3614 2.7905
H4 -1.7010 -0.8798 4.3339
H5 2.4913 -0.2065 4.6030
H6 4.4723 -0.9919 3.1800
H7 4.6760 -4.1786 0.5974
H8 2.5276 -3.4268 -0.5115
H9 1.5966 1.8603 5.8313
H10 1.4133 2.4473 8.2472
H11 -1.2747 -0.5615 8.9380
H12 -1.1932 -1.3146 6.5637
S1 -7.8079 -1.0347 0.7032
C19 -8.6619 -0.4052 2.0396
C20 -7.8984 0.4435 2.7782
C21 -6.5923 0.5896 2.2557
C22 -6.3740 -0.1488 1.1216
C23 -5.1648 -0.2629 0.3165
C24 -3.9804 0.4176 0.6760
N7 -2.8455 0.3267 0.0291
C25 -2.7975 -0.4218 -1.0895
C26 -3.9237 -1.1225 -1.5675
C27 -3.8395 -1.8584 -2.7921
C28 -2.7445 -1.7600 -3.5752
C29 -1.6373 -0.9396 -3.1807
C30 -0.6403 -0.5558 -4.0853
C31 0.2338 0.4593 -3.7366
C32 0.2832 0.8113 -2.3771
N8 -0.5043 0.2967 -1.4385
C33 -1.5975 -0.3977 -1.8843
C34 1.0463 1.1624 -4.7241
C35 1.5933 2.4132 -4.6347
C36 2.2186 2.8350 -5.8319
C37 2.1462 1.8999 -6.8159
S2 1.3137 0.4983 -6.3026
C38 -5.1072 -1.0407 -0.8258
H13 -9.6853 -0.7003 2.2053
H14 -8.2548 0.9479 3.6638
H15 -5.8506 1.2295 2.7122
H16 -3.9711 1.0488 1.5593
H17 -4.7015 -2.4381 -3.0981
H18 -2.6981 -2.2470 -4.5412
H19 -0.6411 -0.9620 -5.0892
H20 0.9922 1.5565 -2.0442
H21 1.5333 3.0313 -3.7497
H22 2.6901 3.7981 -5.9615
H23 2.5249 1.9570 -7.8236
H24 -5.9818 -1.5808 -1.1668
C39 5.4650 4.1821 -4.6833
C40 4.7735 3.1958 -3.7886
C41 4.1684 3.6248 -2.6065
C42 3.5666 2.7218 -1.7475
C43 3.5548 1.3774 -2.0885
C44 4.1549 0.9240 -3.2518
C45 4.7506 1.8388 -4.1016
S3 2.9879 0.1984 -0.9119
O1 4.1639 -0.3537 -0.3127
O2 2.1076 -0.8392 -1.5552
O3 2.0555 0.8845 0.0357
H25 4.8497 5.0662 -4.8533
H26 5.7161 3.7415 -5.6463
H27 6.3900 4.5245 -4.2153
H28 4.1866 4.6757 -2.3454
H29 3.1140 3.0494 -0.8199
H30 4.1535 -0.1354 -3.4779
H31 5.2147 1.4908 -5.0155

***

What should be chosen as the least stable of them? Choose B.